Computed, not measured: 7 unconnected molecules or ions with the total composition C4H23N2O8, with ωB97M-V/def2-TZVPD.

Positions of all 37 atoms, in Å:
1 O 0.349 -3.357 2.839
2 O 1.798 -0.359 0.723
3 O -0.658 -2.256 -0.828
4 O 2.739 0.014 -2.557
5 O -1.751 -0.291 -2.778
6 O -1.722 2.921 -0.421
7 O 1.561 -3.418 0.305
8 O -1.751 1.655 3.078
9 N -2.396 0.878 0.282
10 N 0.262 1.368 -1.934
11 C 1.561 0.816 1.474
12 C 1.041 1.804 0.393
13 C -0.101 1.151 -0.445
14 C -1.480 1.762 -0.108
15 H 0.703 0.613 2.114
16 H 0.262 -2.017 -0.966
17 H 1.039 -3.874 2.413
18 H 2.764 -0.264 -1.632
19 H 1.340 -4.144 -0.299
20 H -2.244 0.948 3.536
21 H -1.921 -0.959 -2.091
22 H 2.418 1.251 2.010
23 H -0.172 0.049 -0.373
24 H -0.432 -3.392 2.283
25 H 3.011 -0.756 -3.070
26 H -2.313 -0.048 0.676
27 H 1.776 -1.194 1.222
28 H -0.866 -2.661 0.013
29 H -1.488 2.241 3.794
30 H 1.191 1.083 -2.277
31 H -0.408 0.786 -2.473
32 H 0.029 2.350 -2.073
33 H -3.327 1.253 0.458
34 H 2.520 -3.487 0.176
35 H 1.891 2.029 -0.272
36 H -2.275 -0.685 -3.489
37 H 0.577 2.720 0.775

Results
Molecular weight (g/mol): 227.23
Frontier orbital gap (alpha / beta) (eV): 8.8 / 3.9
Multiplicity: 2
Expectation value of S²: 0.756
Total charge: +2
DFT total energy (eV): -23862.96225
Energy above the lowest of the compared OMol25 structures with the same formula, charge and spin (kJ/mol): 32.57

Mulliken analysis output, partial charges in e: -0.600, -0.400, -0.557, -0.680, -0.629, -0.147, -0.579, -0.571, -0.119, -0.038, -0.507, -0.769, 0.621, 0.289, 0.354, 0.307, 0.329, 0.310, 0.295, 0.312, 0.260, 0.415, -0.333, 0.269, 0.327, 0.217, 0.257, 0.251, 0.290, 0.347, 0.325, 0.439, 0.298, 0.298, 0.416, 0.329, 0.374